[1]
One molecule with the formula CH4N2O2 in a non-equilibrium geometry, computed with ωB97M-V/def2-TZVPD.

Structure (XYZ):
```
9
Properties=species:S:1:pos:R:3:lowdin_charge:R:1
C 0.73 -0.40 0.05 -0.0093
N -1.29 0.53 -0.08 0.0148
N -0.74 -0.61 -0.07 -0.4097
O -1.17 -1.71 0.01 0.0421
O -2.66 0.49 0.03 0.0137
H 1.12 -0.74 0.92 0.0354
H 1.36 -0.99 -0.78 0.1395
H 1.04 0.71 0.15 0.1134
H -2.95 1.24 0.47 0.0601
```

The value obtained for the HOMO energy is -0.3496 Ha. As for the total charge: 0. Its structure (SMILES) is C/[N+]([O-])=N/O. Its relative energy (zero: lowest compared OMol25 entry of this formula, charge and spin) is 421.40 kJ/mol. The value obtained for the strongest force on any atom is 4.50 eV/A. The value obtained for the total energy is -8172.318 eV. The calculation puts the HOMO-LUMO gap at 10.492 eV.



[2]
A 2-piece molecular cluster, CH4BNO3 overall in a non-equilibrium geometry, computed with ωB97M-V/def2-TZVPD.

Structure (XYZ):
```
10
Properties=species:S:1:pos:R:3:lowdin_charge:R:1
B 0.09 -0.70 -0.03 -0.8370
C -2.63 0.93 -0.22 0.0305
N -0.16 0.64 -0.44 0.1455
O -3.01 0.11 0.49 0.0496
O 0.19 -0.88 1.38 0.1178
O 0.41 -1.69 -0.89 0.1994
H -0.73 0.87 -1.21 0.0230
H 0.12 1.40 0.19 0.1013
H 0.23 0.04 1.68 0.0819
H 0.46 -2.48 -0.38 0.0878
```

The value obtained for the HOMO energy is -0.3665 Ha. As for the total charge: 0. Its relative energy (zero: lowest compared OMol25 entry of this formula, charge and spin) is 43.72 kJ/mol. The value obtained for the strongest force on any atom is 2.65 eV/A. The value obtained for the total energy is -9413.748 eV. The calculation puts the HOMO-LUMO gap at 10.454 eV.



[3]
A 24-piece molecular cluster, FH46O23 overall in a non-equilibrium geometry, computed with ωB97M-V/def2-TZVPD.

Structure (XYZ):
```
70
Properties=species:S:1:pos:R:3:lowdin_charge:R:1
F 0.27 -0.18 0.21 -0.4339
O -0.88 -0.62 2.88 -0.0375
H -0.48 -0.55 2.02 -0.0021
H -1.53 0.08 2.91 0.0092
O -2.90 -3.29 0.04 -0.0485
H -2.04 -3.52 -0.31 0.0184
H -2.81 -2.37 0.32 -0.0136
O 2.13 -3.25 -2.80 -0.0731
H 2.67 -2.62 -2.31 -0.0092
H 1.23 -3.04 -2.56 -0.0322
O -2.35 -0.61 0.00 -0.0552
H -2.71 0.28 0.03 0.0332
H -1.40 -0.48 -0.02 -0.0191
O -1.93 2.08 0.64 -0.0561
H -2.22 1.98 1.55 0.0038
H -1.03 1.76 0.64 0.0616
O -2.67 2.37 -1.90 -0.0543
H -1.90 2.85 -2.22 -0.0486
H -2.52 2.30 -0.96 -0.0353
O -0.55 3.51 -2.88 -0.0262
H 0.40 3.61 -2.95 0.0814
H -0.89 3.91 -3.68 0.0832
O 0.15 0.73 -2.65 -0.0380
H -0.31 1.57 -2.62 0.0140
H 0.22 0.46 -1.73 0.0091
O -0.29 -0.06 -5.39 -0.0565
H 0.00 -0.97 -5.29 0.0288
H 0.18 0.41 -4.70 -0.0063
O 1.29 -2.63 1.50 -0.0312
H 0.84 -1.81 1.31 0.0109
H 1.90 -2.75 0.77 0.0703
O 2.54 -1.32 3.83 -0.0508
H 2.23 -0.42 3.77 -0.0160
H 2.12 -1.77 3.10 -0.0124
O 4.38 0.26 1.29 -0.0274
H 5.12 0.86 1.23 0.0573
H 4.49 -0.17 2.15 0.0503
O 2.94 -0.73 -0.88 -0.0438
H 3.66 -0.43 -0.33 0.0029
H 2.16 -0.32 -0.50 0.0011
O 1.51 1.08 2.22 -0.0480
H 1.07 0.68 1.46 -0.0218
H 2.29 1.49 1.85 0.0086
O 0.22 0.76 5.14 -0.0561
H 0.94 1.11 4.62 -0.0003
H -0.34 0.31 4.51 -0.0157
O -2.54 1.63 3.15 -0.0005
H -2.44 2.54 3.43 0.0910
H -3.47 1.55 2.92 0.0897
O -0.48 -3.37 3.29 -0.0722
H 0.22 -3.24 2.65 -0.0417
H -0.92 -2.52 3.34 -0.0133
O -0.57 -5.01 -2.19 -0.0459
H -0.40 -5.50 -2.99 0.0333
H -0.91 -4.17 -2.50 0.0077
O -2.38 4.78 0.32 -0.0660
H -1.95 3.93 0.24 -0.0268
H -2.84 4.90 -0.51 0.0278
O 3.58 1.02 -3.33 -0.0634
H 3.29 0.27 -2.81 -0.0110
H 4.52 0.89 -3.43 0.0220
O 2.61 3.68 1.24 -0.0443
H 2.03 3.20 1.85 0.0017
H 2.04 4.34 0.85 0.0351
O -4.86 -1.44 -1.20 -0.0654
H -4.02 -1.05 -0.99 -0.0185
H -4.77 -2.36 -0.94 0.0100
O -0.27 -1.87 -2.11 -0.0356
H -0.42 -1.79 -1.17 0.0158
H -0.25 -0.97 -2.42 -0.0042
```

The value obtained for the HOMO energy is -0.2720 Ha. As for the total charge: -1. Its relative energy (zero: lowest compared OMol25 entry of this formula, charge and spin) is 174.00 kJ/mol. The value obtained for the strongest force on any atom is 1.42 eV/A. The value obtained for the total energy is -50562.503 eV. The calculation puts the HOMO-LUMO gap at 9.016 eV.



[4]
One molecule with the formula C22H28N2O5S in a non-equilibrium geometry, computed with ωB97M-V/def2-TZVPD.

Structure (XYZ):
```
58
Properties=species:S:1:pos:R:3:lowdin_charge:R:1
C -3.66 -2.68 -1.20 -0.0410
C -2.51 -2.06 -0.46 -0.2444
C -2.72 -1.08 0.49 -0.2255
C -1.67 -0.50 1.18 0.0013
C -0.36 -0.90 0.93 -0.1959
C -0.13 -1.89 -0.03 0.0158
C -1.20 -2.45 -0.71 -0.0138
H -1.00 -3.22 -1.44 0.1167
H 0.88 -2.21 -0.24 0.1043
N 0.67 -0.29 1.66 0.1408
C 2.00 -0.53 1.60 -0.4261
O 2.55 -1.33 0.89 0.1001
C 2.80 0.35 2.59 -0.0784
H 2.45 1.39 2.54 0.1352
H 2.70 -0.04 3.60 0.1428
O 4.17 0.28 2.27 0.0198
C 4.49 0.78 1.05 -0.4569
O 3.71 1.40 0.38 0.1365
C 5.91 0.43 0.71 -0.1631
H 6.53 0.57 1.60 0.1554
C 5.98 -1.03 0.20 -0.0759
H 6.59 -1.66 0.84 0.1214
H 4.98 -1.47 0.15 0.1105
C 6.57 -0.87 -1.22 -0.2675
C 7.98 -0.38 -1.02 -0.0509
C 7.91 0.88 -0.59 -0.0492
H 8.71 1.53 -0.29 0.1034
C 6.45 1.24 -0.51 -0.2372
H 6.20 2.30 -0.47 0.1447
C 5.88 0.42 -1.67 -0.0970
H 6.24 0.77 -2.64 0.1222
H 4.80 0.36 -1.67 0.1178
H 8.86 -0.99 -1.14 0.1032
H 6.46 -1.75 -1.85 0.1372
H 0.35 0.43 2.30 0.1514
H -1.90 0.26 1.91 0.1149
S -4.36 -0.50 0.91 0.6948
O -5.21 -1.62 1.24 -0.2808
O -4.23 0.54 1.89 -0.2887
N -4.87 0.09 -0.58 -0.2447
C -6.30 0.05 -0.81 -0.2019
C -7.02 1.23 -0.14 -0.1735
C -6.41 2.54 -0.62 -0.1975
C -4.91 2.55 -0.32 -0.1805
C -4.24 1.33 -0.96 -0.1942
H -3.19 1.27 -0.67 0.1170
H -4.29 1.41 -2.05 0.1319
H -4.45 3.46 -0.69 0.1138
H -4.76 2.50 0.76 0.0991
H -6.89 3.38 -0.12 0.1101
H -6.57 2.65 -1.69 0.1125
H -8.08 1.19 -0.37 0.1137
H -6.89 1.14 0.94 0.1155
H -6.66 -0.90 -0.42 0.1125
H -6.47 0.08 -1.89 0.1310
H -3.35 -3.58 -1.71 0.0826
H -4.46 -2.91 -0.50 0.0708
H -4.05 -1.97 -1.93 0.0837
```

The value obtained for the HOMO energy is -0.3230 Ha. As for the total charge: 0. Its structure (SMILES) is Cc1ccc(NC(=O)COC(=O)[C@H]2C[C@@H]3C=C[C@H]2C3)cc1S(=O)(=O)N1CCCCC1. Its relative energy (zero: lowest compared OMol25 entry of this formula, charge and spin) is 238.60 kJ/mol. The value obtained for the strongest force on any atom is 1.13 eV/A. The value obtained for the total energy is -47321.541 eV. The calculation puts the HOMO-LUMO gap at 9.299 eV.



Table of lowest unoccupied orbital energy (eV), in record order: 0.98, 0.48, 1.61, 0.51